[1]
{"formula": "C4H7BrCl2OS", "method": "ωB97M-V/def2-TZVPD", "homo_energy_ha": [-0.2943, -0.3208], "relative_energy_kj_mol": 464.3, "gap_ev": [7.021, 7.826], "e_lumo_ev": [-0.988, -0.904], "charge": 0, "elements": ["C", "C", "C", "C", "O", "S", "Cl", "Cl", "Br", "H", "H", "H", "H", "H", "H", "H"], "positions_angstrom": [[-0.569, -0.717, 1.568], [-0.281, -1.088, -1.312], [0.316, -0.623, 2.776], [0.113, 1.716, -3.033], [1.799, -0.731, 0.227], [0.431, -0.287, 0.036], [0.851, 1.151, 2.853], [-1.424, 1.746, -3.702], [0.460, 2.507, -1.351], [-0.877, -1.838, 1.430], [-1.308, 0.028, 1.504], [0.191, -1.152, -2.322], [-1.346, -0.894, -1.268], [1.168, -1.193, 2.625], [-0.281, -0.785, 3.765], [0.760, 2.159, -3.797]]}


[2]
{"formula": "C27H39F2OSi", "method": "ωB97M-V/def2-TZVPD", "homo_energy_ha": -0.3888, "relative_energy_kj_mol": 145.0, "gap_ev": 4.739, "e_lumo_ev": -5.842, "charge": 1, "elements": ["C", "C", "C", "Si", "C", "C", "C", "C", "C", "C", "O", "C", "C", "C", "H", "H", "H", "H", "H", "H", "H", "H", "H", "H", "H", "H", "H", "H", "H", "H", "H", "H", "H", "H", "H", "H", "H", "H", "H", "H", "C", "C", "C", "F", "C", "C", "C", "C", "C", "C", "F", "C", "C", "C", "C", "C", "C", "H", "H", "H", "H", "H", "H", "H", "H", "H", "H", "H", "H", "H"], "positions_angstrom": [[0.416, 3.427, -3.297], [1.487, 2.435, -3.758], [1.077, 1.731, -5.056], [2.022, 1.264, -2.346], [2.466, -0.470, -3.001], [1.728, -1.623, -2.316], [3.976, -0.753, -3.063], [3.497, 2.045, -1.425], [3.223, 2.300, 0.059], [4.109, 3.280, -2.091], [0.828, 1.229, -1.157], [-0.341, 0.624, -0.937], [-1.339, 1.224, -0.247], [-2.741, 0.862, -0.541], [0.280, 4.211, -4.058], [-0.555, 2.930, -3.164], [0.686, 3.930, -2.360], [2.411, 2.997, -3.963], [0.837, 2.479, -5.828], [1.888, 1.104, -5.449], [0.184, 1.105, -4.909], [2.103, -0.411, -4.039], [2.143, -2.580, -2.658], [1.828, -1.584, -1.222], [0.665, -1.618, -2.577], [4.150, -1.681, -3.628], [4.531, 0.049, -3.570], [4.401, -0.898, -2.059], [4.231, 1.230, -1.498], [4.145, 2.653, 0.546], [2.454, 3.071, 0.207], [2.911, 1.386, 0.578], [5.037, 3.562, -1.572], [4.367, 3.099, -3.142], [3.433, 4.147, -2.051], [-0.470, -0.357, -1.402], [-1.150, 2.092, 0.383], [-3.377, 1.739, -0.376], [-2.829, 0.557, -1.594], [-3.139, 0.049, 0.082], [3.064, -0.803, 3.955], [1.752, -1.001, 3.287], [0.580, -0.531, 3.878], [0.693, 0.079, 5.105], [-0.682, -0.683, 3.327], [-0.815, -1.404, 2.102], [-2.057, -1.650, 1.452], [-3.282, -1.969, 2.088], [-3.455, -1.989, 3.510], [-4.725, -2.143, 4.033], [-4.895, -2.079, 5.395], [-5.857, -2.407, 3.264], [-7.200, -2.471, 3.887], [-5.662, -2.535, 1.880], [-4.424, -2.324, 1.300], [0.379, -1.868, 1.484], [1.623, -1.675, 2.065], [3.869, -1.115, 3.284], [3.212, 0.246, 4.240], [3.150, -1.416, 4.862], [-1.549, -0.250, 3.822], [-2.015, -1.803, 0.368], [-2.607, -1.876, 4.177], [-7.931, -2.819, 3.154], [-7.239, -3.157, 4.736], [-7.511, -1.479, 4.240], [-6.516, -2.811, 1.262], [-4.300, -2.431, 0.220], [0.307, -2.398, 0.534], [2.521, -2.074, 1.589]]}


[3]
{"formula": "C3H2Cl2N2", "method": "ωB97M-V/def2-TZVPD", "homo_energy_ha": -0.3438, "relative_energy_kj_mol": 183.4, "gap_ev": 10.080, "e_lumo_ev": 0.725, "smiles": "Clc1cc(Cl)[nH]n1", "charge": 0, "elements": ["Cl", "C", "C", "C", "Cl", "N", "N", "H", "H"], "positions_angstrom": [[-1.663, 2.047, 0.975], [-0.807, 0.615, 0.371], [0.374, -0.003, 1.016], [0.660, -0.849, -0.024], [2.008, -1.708, -0.594], [-0.109, -0.746, -1.119], [-1.024, 0.262, -0.973], [0.743, -0.032, 2.092], [-0.041, -0.909, -2.112]]}


[4]
{"formula": "C24H40I2InN7", "method": "ωB97M-V/def2-TZVPD", "homo_energy_ha": [-0.4834, -0.4832], "relative_energy_kj_mol": 135.3, "gap_ev": [5.455, 5.484], "e_lumo_ev": [-7.699, -7.664], "charge": 2, "elements": ["In", "C", "N", "C", "C", "C", "C", "C", "C", "C", "N", "C", "C", "C", "C", "C", "C", "N", "C", "C", "H", "H", "H", "H", "H", "H", "H", "H", "H", "H", "H", "H", "H", "H", "H", "H", "H", "H", "H", "H", "I", "C", "I", "H", "H", "C", "C", "C", "C", "N", "N", "H", "H", "H", "H", "H", "H", "H", "H", "H", "H", "H", "H", "C", "N", "C", "C", "N", "H", "H", "H", "H", "H", "H"], "positions_angstrom": [[-0.207, 0.390, -0.229], [0.855, 0.926, 3.311], [-0.417, 0.263, 3.002], [-1.582, 1.080, 3.319], [-0.485, -1.081, 3.087], [-1.570, -1.741, 3.699], [-1.479, -3.067, 4.034], [-0.290, -3.801, 3.805], [0.704, -3.243, 3.068], [0.558, -1.926, 2.522], [1.254, -1.422, 1.504], [1.931, -2.144, 0.585], [1.734, -3.536, 0.321], [2.349, -4.163, -0.720], [3.194, -3.432, -1.574], [3.334, -2.076, -1.422], [2.723, -1.392, -0.356], [2.836, -0.031, -0.249], [3.271, 0.730, -1.415], [3.235, 0.616, 1.003], [0.824, 1.283, 4.346], [1.683, 0.235, 3.214], [1.002, 1.782, 2.658], [-1.801, 1.087, 4.391], [-1.368, 2.101, 3.008], [-2.451, 0.722, 2.773], [-2.432, -1.173, 4.019], [-2.297, -3.533, 4.569], [-0.182, -4.796, 4.214], [1.635, -3.769, 2.902], [1.004, -4.078, 0.900], [2.155, -5.209, -0.915], [3.723, -3.938, -2.371], [3.968, -1.537, -2.110], [4.359, 0.711, -1.539], [2.798, 0.348, -2.318], [2.966, 1.766, -1.278], [4.284, 0.922, 0.934], [2.632, 1.509, 1.181], [3.129, -0.064, 1.839], [-0.177, -2.132, -2.787], [-0.634, -0.669, -4.276], [-0.258, 1.350, -3.693], [-1.688, -0.758, -4.501], [-0.022, -0.881, -5.142], [-5.460, 0.733, -1.204], [-4.451, -0.097, -2.004], [-4.873, -1.563, -2.043], [-4.350, 0.451, -3.426], [-3.085, 0.015, -1.426], [-2.899, -0.622, -0.157], [-6.454, 0.646, -1.642], [-5.179, 1.788, -1.216], [-5.532, 0.399, -0.165], [-5.777, -1.658, -2.642], [-5.097, -1.953, -1.048], [-4.097, -2.180, -2.500], [-5.343, 0.521, -3.869], [-3.747, -0.209, -4.049], [-3.906, 1.449, -3.427], [-2.902, 1.003, -1.282], [-2.853, -1.619, -0.337], [-3.713, -0.479, 0.441], [-1.711, 5.992, 1.517], [-0.491, 5.509, 0.869], [0.632, 6.441, 0.765], [-0.303, 4.230, 0.696], [-0.148, 3.090, 0.519], [-2.046, 6.898, 1.016], [-1.526, 6.221, 2.569], [-2.494, 5.241, 1.445], [0.303, 7.342, 0.250], [1.441, 5.988, 0.198], [1.000, 6.716, 1.756]]}


Max |F|, record by record: 0.07398 0.02975 0.09835 0.01109 Eh/bohr
Energy, record by record: -4124.2323 -1616.4333 -1145.3493 -2106.7282 Eh